No. 1
A molecular structure, C34H24Cl2N7O2S2V, computed with wB97M-V/def2-TZVPD.

XYZ file:
```
72
Properties=species:S:1:pos:R:3:forces:R:3
V -0.36811 -0.05595 0.30176 0.59 1.05 -0.98
Cl -5.32217 3.63925 3.00485 -0.03 0.03 -0.01
C -4.08324 2.44698 2.79974 0.03 -0.02 -0.03
C -3.64406 2.16757 1.51201 0.04 -0.10 0.05
C -2.65517 1.21318 1.30111 -0.11 0.02 0.30
N -2.18152 0.76221 0.05637 -0.29 0.08 0.14
C -2.66868 1.29801 -1.09242 0.16 0.15 -0.11
O -3.03895 2.45424 -1.26874 -0.03 -0.18 0.03
C -2.74641 0.35262 -2.27532 -0.17 0.09 -0.16
C -2.76403 0.90284 -3.55549 0.02 -0.05 0.05
C -2.91718 0.05893 -4.63951 0.02 0.01 0.00
C -3.07197 -1.30018 -4.40813 0.01 0.01 0.00
C -3.06988 -1.74646 -3.09630 0.01 -0.08 -0.07
N -2.90911 -0.94757 -2.04687 0.09 0.01 0.12
C -2.09546 0.55426 2.42252 -0.20 0.23 0.05
C -2.53505 0.84907 3.70385 -0.10 0.00 0.00
C -3.53392 1.79560 3.89048 0.03 -0.04 -0.05
Cl -4.05921 2.14071 5.50237 -0.01 0.00 0.07
N -1.03834 -0.30666 2.10754 -0.13 -0.36 0.40
C -0.34263 -1.01481 3.02193 0.01 -0.05 0.09
O -0.61138 -1.24382 4.19207 0.05 0.02 -0.04
C 0.94306 -1.54874 2.43457 0.21 -0.01 0.01
C 1.79901 -2.33103 3.19509 -0.04 0.04 -0.08
C 2.99212 -2.74867 2.63172 -0.05 0.03 -0.03
C 3.29000 -2.37251 1.32874 0.02 0.04 0.00
C 2.38240 -1.59195 0.63804 0.05 0.04 0.01
N 1.23511 -1.17999 1.17936 -0.03 -0.35 0.25
H -4.07190 2.70667 0.68532 -0.02 0.03 -0.05
H -2.67866 1.97462 -3.66516 0.00 0.01 0.00
H -2.93128 0.45357 -5.64717 0.00 0.00 -0.02
H -3.21128 -1.99862 -5.22117 0.00 -0.02 -0.03
H -3.21302 -2.80025 -2.87563 0.00 0.00 -0.01
H -2.11149 0.33917 4.55369 0.00 0.01 -0.01
H 1.50672 -2.57480 4.20587 -0.01 -0.01 0.02
H 3.68728 -3.35290 3.19841 0.02 -0.01 0.02
H 4.21968 -2.65936 0.85825 0.01 -0.01 -0.01
H 2.58545 -1.25386 -0.37154 -0.01 -0.03 0.00
C 0.17119 3.24994 -2.08948 -0.07 0.02 0.04
C 0.36980 1.86784 -2.61365 0.08 0.10 0.02
N 0.30986 0.74330 -1.94668 -0.20 -0.21 0.12
C 0.49382 -0.33162 -2.78750 0.12 0.03 -0.35
C 0.72616 -0.02604 -4.09211 -0.02 0.04 0.15
S 0.69417 1.66504 -4.28776 0.03 -0.10 0.10
C 0.31393 -1.66906 -2.24293 0.06 -0.22 -0.19
C 0.57620 -2.85966 -2.84222 -0.07 0.07 0.06
S 0.00342 -4.13957 -1.86216 0.00 0.18 0.02
C -0.53534 -3.01100 -0.68776 -0.05 -0.05 0.00
N -0.28814 -1.77012 -1.01343 -0.08 -0.33 0.12
C -1.23940 -3.43676 0.55287 -0.04 -0.01 0.02
H -0.78045 3.31475 -1.55808 0.03 0.01 0.01
H 0.15951 3.96049 -2.91434 -0.03 0.01 -0.01
H 0.97541 3.53156 -1.41126 0.01 0.02 -0.01
H 0.85452 -0.69934 -4.92035 0.01 -0.04 -0.04
H 1.04524 -3.03673 -3.79376 0.01 -0.01 -0.04
H -2.13007 -4.01169 0.29658 0.02 -0.01 0.01
H -1.55394 -2.55970 1.11582 -0.01 -0.02 -0.01
H -0.59813 -4.05845 1.17934 0.01 0.02 0.00
C 0.66628 1.73982 0.93231 -0.08 -0.05 0.03
C 2.10731 1.57920 1.12292 0.10 0.05 0.04
C 2.63767 1.26825 2.38701 -0.03 0.00 -0.03
C 3.96957 0.96216 2.55812 0.03 0.01 -0.08
C 4.83760 0.98325 1.46250 -0.21 0.02 -0.04
C 4.34846 1.35007 0.20926 0.01 0.00 0.05
C 3.00926 1.64513 0.04982 -0.03 -0.01 -0.02
C 6.20580 0.61139 1.61971 0.23 0.01 0.08
N 7.30571 0.30320 1.75527 0.05 -0.05 -0.02
H 0.42071 2.48617 0.18544 0.00 -0.01 0.03
H 0.16709 2.01083 1.86603 -0.02 -0.03 -0.03
H 1.97282 1.24996 3.24295 -0.02 0.00 0.00
H 4.35017 0.70394 3.53700 0.02 -0.01 0.03
H 5.02336 1.39388 -0.63555 0.02 -0.01 -0.01
H 2.64371 1.90817 -0.93618 -0.01 -0.01 0.01
```
Positions in Å, forces in eV/Å.

Properties
**Spin multiplicity**: 3
**F_max**: 1.556 eV Å⁻¹
**Relative energy (zero: lowest compared OMol25 entry of this formula, charge and spin)**: 0.0 kcal/mol
**HOMO energy (spin up / spin down)**: -0.2729 / -0.2725 Ha
**Orbital gap (spin up / spin down)**: 6.85 / 6.81 eV

Mulliken atomic charge list, values in e, 2 entries: number 1, V, carries -0.37; number 2, Cl, carries -0.23


No. 2
A molecular structure, C34H24F3N4O3PtTe, computed with wB97M-V/def2-TZVPD.

XYZ file:
```
70
Properties=species:S:1:pos:R:3:forces:R:3
Pt 2.31778 0.72493 -1.76740 0.10 0.14 -0.56
C -6.61291 -4.78411 6.66406 0.00 -0.02 0.01
O -6.69049 -3.41165 6.22011 0.02 0.02 -0.02
C -5.82403 -2.93673 5.37042 -0.01 -0.01 0.02
C -6.01534 -1.57403 5.00925 0.00 0.01 0.00
C -5.17613 -0.98496 4.12378 0.00 -0.01 0.01
C -4.09724 -1.71741 3.54829 0.03 0.02 -0.03
C -3.91435 -3.07360 3.92846 -0.01 0.00 0.02
C -4.75304 -3.67702 4.82015 0.01 0.00 -0.01
C -3.22630 -1.14767 2.62110 -0.07 0.03 0.04
N -2.17233 -1.83206 2.03687 0.05 -0.02 -0.04
C -1.59948 -1.03105 1.19868 -0.03 -0.02 0.02
C -2.26892 0.28687 1.18386 0.01 0.06 0.01
N -3.25870 0.11996 2.14287 0.06 -0.03 0.00
C -2.04511 1.39543 0.43872 0.03 -0.20 0.04
C -2.74248 2.64450 0.61287 -0.05 0.02 -0.06
C -2.45298 3.68533 -0.18048 0.02 -0.03 0.05
C -1.38346 3.55935 -1.16437 -0.03 0.03 -0.06
N -0.73175 2.49053 -1.41917 0.07 0.09 0.16
C -1.10094 1.29748 -0.73353 -0.27 -0.42 0.19
C 0.41851 -0.55936 -0.18251 0.22 -0.05 0.11
N 1.61549 -0.86748 -0.72655 -0.77 -0.21 0.58
C 2.04555 -2.13379 -0.63728 0.12 -0.10 -0.07
C 1.28758 -3.11525 -0.02514 0.02 0.02 0.02
C 0.07013 -2.78189 0.54328 0.01 0.03 -0.02
C -0.38660 -1.46198 0.48437 0.01 -0.04 -0.01
H -7.44998 -4.91054 7.34023 0.00 0.00 0.00
H -5.67593 -4.95153 7.19283 0.00 0.00 0.00
H -6.71312 -5.45701 5.81402 0.00 0.00 0.00
H -6.84090 -1.04168 5.46037 0.00 0.00 0.00
H -5.34604 0.05302 3.86644 0.00 0.00 0.00
H -3.09138 -3.62860 3.50178 0.00 0.00 -0.01
H -4.59595 -4.70711 5.10064 -0.01 -0.01 0.00
H -3.96554 0.79843 2.37093 -0.01 0.00 -0.01
H -3.46814 2.75452 1.40784 -0.01 0.00 -0.01
H -2.94308 4.64140 -0.06621 -0.01 0.00 0.00
H -1.08624 4.44938 -1.71112 -0.02 0.00 -0.02
H 3.00869 -2.35110 -1.07797 0.00 0.02 0.00
H 1.66660 -4.12557 0.01901 -0.01 -0.01 -0.01
H -0.52691 -3.52445 1.05544 -0.01 0.00 0.00
F -1.52443 -0.74306 -3.90076 0.01 -0.02 0.01
C -1.10474 0.29936 -3.23118 0.08 -0.02 0.00
F 0.27396 0.18166 -3.13240 -0.02 0.03 0.03
F -1.36176 1.40380 -3.90169 -0.03 0.01 0.00
C -1.71440 0.30624 -1.79550 0.04 0.11 -0.17
O -2.60547 -0.43849 -1.54551 -0.01 0.00 0.02
O 0.16094 0.75224 -0.28158 0.02 0.46 -0.18
Te 4.49235 1.56167 -0.89340 0.34 0.03 0.51
C 6.10472 0.70424 -1.88726 -0.08 -0.01 -0.19
C 6.02828 -0.09251 -3.02718 -0.06 -0.05 0.00
C 7.20485 -0.51082 -3.62252 0.02 0.00 0.00
C 8.43394 -0.13286 -3.08899 -0.01 0.00 0.02
C 8.49827 0.65134 -1.94648 -0.01 -0.04 -0.01
C 7.32878 1.06943 -1.32860 -0.01 0.02 0.06
C 3.42209 2.67619 -2.29045 0.20 -0.14 -0.62
C 3.10154 1.99659 -3.49754 -0.14 0.21 0.04
C 2.21256 2.60912 -4.41444 0.14 -0.02 0.13
C 1.73972 3.86642 -4.15705 -0.03 0.10 0.02
C 2.09926 4.54785 -2.97518 -0.11 0.04 -0.02
C 2.90493 3.96523 -2.03592 -0.17 -0.10 0.20
H 5.07909 -0.41120 -3.43754 -0.01 0.01 0.02
H 7.16683 -1.13628 -4.50398 0.00 0.00 0.00
H 9.34733 -0.46540 -3.56335 0.00 0.01 0.00
H 9.45461 0.93477 -1.52934 0.00 -0.01 0.01
H 7.38578 1.66535 -0.42455 0.01 0.03 -0.02
H 3.63228 1.11229 -3.81394 0.30 0.04 -0.18
H 1.97685 2.11101 -5.34507 0.01 -0.05 0.02
H 1.10936 4.36361 -4.88276 -0.01 -0.01 0.01
H 1.73337 5.55366 -2.81295 0.02 0.00 0.00
H 3.14457 4.48506 -1.11783 0.08 0.02 -0.02
```
Positions in Å, forces in eV/Å.

Properties
**F_max**: 0.991 eV Å⁻¹
**HOMO energy (spin up / spin down)**: -0.5637 / -0.5636 Ha
**Total charge**: +3
**Orbital gap (spin up / spin down)**: 5.51 / 5.51 eV

Mulliken atomic charge list, values in e, 2 entries: number 1, Pt, carries 1.00; number 2, C, carries -0.84


No. 3
A molecular structure, C34H25IrN4O7, computed with wB97M-V/def2-TZVPD.

XYZ file:
```
71
Properties=species:S:1:pos:R:3:forces:R:3
Ir 0.54851 0.63628 0.32618 0.23 -0.27 1.48
C 3.88481 2.16541 0.91328 0.49 -0.13 0.11
O 2.50018 2.34524 0.73740 -0.53 0.38 0.08
C 1.85621 3.34026 1.42300 -0.36 -0.11 -0.17
C 2.45525 4.23256 2.29145 0.17 -0.18 0.05
C 1.71677 5.26201 2.86384 -0.12 -0.09 -0.13
C 0.38076 5.42296 2.53736 0.06 0.12 0.09
C -0.23838 4.53869 1.67945 0.00 -0.26 -0.25
C 0.46867 3.45842 1.13670 0.46 0.95 0.19
N -0.10896 2.53733 0.31269 0.55 -2.23 0.05
N -1.23867 2.76546 -0.28054 -1.98 1.42 -0.15
C -1.62168 2.21088 -1.41844 1.38 -0.43 0.21
C -0.78113 1.27557 -2.13861 -0.84 0.65 -0.29
O 0.36570 0.87259 -1.69793 0.93 -0.67 0.58
C -1.25242 0.80463 -3.38333 -0.05 -0.09 -0.31
C -2.44104 1.20486 -3.92402 0.52 -0.34 -0.05
C -3.29840 2.09163 -3.22955 -0.14 0.49 0.71
C -4.53557 2.50983 -3.75004 0.12 -0.04 0.01
C -5.34868 3.35740 -3.04013 -0.03 -0.03 -0.06
C -4.96081 3.81069 -1.77517 -0.01 -0.01 -0.02
C -3.75264 3.42982 -1.24655 -0.03 -0.03 0.00
C -2.89602 2.57559 -1.95868 -0.75 0.07 -0.33
H 4.44118 3.08757 0.71410 -0.13 -0.05 0.02
H 4.18077 1.41301 0.18226 -0.02 0.03 0.12
H 4.10879 1.80747 1.92344 0.00 0.04 -0.07
H 3.49947 4.14390 2.54453 0.12 -0.09 -0.06
H 2.19496 5.93468 3.55966 0.05 0.06 0.01
H -0.18015 6.24234 2.95731 -0.10 0.06 0.08
H -1.28184 4.63565 1.42828 -0.11 -0.01 -0.02
H -0.61220 0.10918 -3.90596 0.05 -0.06 -0.08
H -2.74797 0.83565 -4.89241 -0.01 -0.06 -0.06
H -4.83389 2.15041 -4.72532 -0.04 -0.03 -0.06
H -6.29459 3.67137 -3.45663 -0.07 0.02 -0.03
H -5.61730 4.46328 -1.21866 -0.02 0.04 0.06
H -3.44779 3.76976 -0.26778 0.04 0.06 0.00
O 0.46649 0.63225 2.34232 -0.47 1.29 -2.22
C 0.86765 -0.21905 3.21827 0.94 -1.78 1.42
C 0.46064 -0.01647 4.56502 0.07 0.16 -0.68
C 0.80537 -0.88924 5.56314 0.14 -0.17 -0.06
C 1.59043 -2.00516 5.27999 0.07 -0.09 0.01
C 2.01662 -2.22552 3.98923 -0.05 0.24 0.01
C 1.68620 -1.35890 2.94322 -0.58 0.61 0.55
C 2.12633 -1.66401 1.60437 0.19 -0.08 -0.03
N 1.92489 -0.95144 0.49909 -0.47 -0.12 0.19
C 2.52611 -1.60632 -0.53193 0.41 -0.58 -0.36
C 3.11743 -2.73519 -0.05770 -0.01 0.25 -0.56
N 2.86673 -2.75329 1.28408 -0.25 0.40 0.25
H -0.15560 0.84863 4.76698 -0.04 0.03 -0.03
H 0.46081 -0.72063 6.57213 -0.04 0.06 0.09
H 1.86209 -2.69362 6.06460 0.02 -0.08 0.06
H 2.62548 -3.09540 3.78712 0.02 -0.09 0.07
H 2.48893 -1.20971 -1.52461 -0.05 -0.02 -0.29
H 3.67837 -3.50881 -0.54141 0.06 -0.07 -0.11
H 3.13642 -3.48505 1.91734 -0.08 0.08 -0.01
O -0.46502 -2.53320 1.50072 -0.09 0.17 0.30
C -0.73801 -2.24329 0.34090 0.22 -1.25 -0.06
O -0.94504 -1.08846 -0.13615 0.13 1.80 -0.37
C -0.74448 -3.37054 -0.68695 0.03 0.08 0.31
C -0.62245 -4.67277 -0.22551 -0.03 0.13 0.01
C -0.47019 -5.74690 -1.09613 0.05 -0.14 -0.39
C -0.43412 -5.45455 -2.43892 -0.14 0.62 -0.05
O -0.24863 -6.30619 -3.49890 0.04 -0.04 0.44
C -0.40067 -5.51230 -4.65626 -0.12 -0.40 -1.12
O -0.54058 -4.15874 -4.28474 0.05 0.37 0.24
C -0.59559 -4.14882 -2.90980 0.05 -0.53 0.35
C -0.75215 -3.08483 -2.05584 -0.01 -0.22 -0.17
H -0.63887 -4.83187 0.84111 0.04 0.01 0.10
H -0.37625 -6.76333 -0.74967 0.03 -0.11 0.08
H -1.30036 -5.84210 -5.20617 0.18 0.13 0.19
H 0.48113 -5.62780 -5.30529 -0.15 0.04 0.23
H -0.87203 -2.06979 -2.39481 0.02 0.15 -0.08
```
Positions in Å, forces in eV/Å.

Properties
**Spin multiplicity**: 5
**F_max**: 2.610 eV Å⁻¹
**Relative energy (zero: lowest compared OMol25 entry of this formula, charge and spin)**: 17.8 kcal/mol
**HOMO energy (spin up / spin down)**: -0.2441 / -0.2801 Ha
**Orbital gap (spin up / spin down)**: 7.09 / 5.40 eV

Mulliken atomic charge list, values in e, 2 entries: number 1, Ir, carries 0.98; number 2, C, carries -1.20